Entry 1:
{"formula": "C26H24MoN2P2S3", "method": "the ωB97M-V functional and the def2-TZVPD basis", "total_charge": 4, "lumo_ev": [-14.84, -15.18], "multiplicity": 1, "symbols": ["Mo", "S", "P", "C", "P", "S", "C", "C", "C", "C", "C", "C", "C", "C", "C", "C", "C", "C", "C", "C", "C", "C", "C", "C", "C", "C", "C", "C", "C", "C", "H", "H", "H", "H", "H", "H", "H", "H", "H", "H", "H", "H", "H", "H", "H", "H", "H", "H", "H", "H", "N", "C", "N", "S", "H", "H", "H", "H"], "xyz": [[0.210907, -2.571812, 0.055997], [-1.964222, -2.069506, -0.472817], [-1.520846, -0.118548, 0.263439], [0.207542, -0.648016, 0.227906], [1.623755, -0.160947, -0.780401], [2.173167, -2.262470, -0.952354], [2.827794, 0.722143, 0.116362], [4.131988, 0.822262, -0.404014], [5.069262, 1.554082, 0.295410], [4.717031, 2.175876, 1.493091], [3.428087, 2.066298, 2.012440], [2.478658, 1.326174, 1.335936], [1.299421, 0.348142, -2.422063], [0.525347, -0.420719, -3.306708], [0.304471, 0.039078, -4.587751], [0.860711, 1.251251, -4.997336], [1.629966, 2.015627, -4.125717], [1.847161, 1.578746, -2.831667], [-1.916919, 1.132638, -0.899419], [-3.171214, 1.067618, -1.523168], [-3.581745, 2.125035, -2.313643], [-2.757660, 3.235710, -2.471676], [-1.516692, 3.301253, -1.843478], [-1.085590, 2.248269, -1.057402], [-2.168578, 0.114963, 1.877659], [-2.818000, -0.894555, 2.598399], [-3.378994, -0.590162, 3.825531], [-3.280028, 0.699940, 4.336720], [-2.631343, 1.703626, 3.622444], [-2.087708, 1.425070, 2.382473], [4.407119, 0.348419, -1.339955], [6.077315, 1.646267, -0.085805], [5.461123, 2.749125, 2.031615], [3.176968, 2.553890, 2.944325], [1.479682, 1.223620, 1.747064], [0.113379, -1.381397, -3.017389], [-0.282250, -0.548261, -5.280860], [0.700820, 1.597167, -6.010706], [2.065717, 2.947925, -4.459046], [2.438089, 2.181317, -2.153867], [-3.829705, 0.216031, -1.391116], [-4.547104, 2.091060, -2.800094], [-3.090701, 4.063306, -3.084826], [-0.896017, 4.179444, -1.960052], [-0.130192, 2.323772, -0.547425], [-2.916109, -1.898444, 2.201700], [-3.908920, -1.351869, 4.380871], [-3.727407, 0.932915, 5.294562], [-2.574947, 2.706014, 4.024468], [-1.633773, 2.224154, 1.807412], [0.384150, -5.649313, 3.306407], [0.251312, -5.987024, 2.049438], [0.165041, -7.212380, 1.608983], [0.205123, -4.711881, 0.787963], [0.429494, -6.349076, 4.042501], [0.464160, -4.684027, 3.587626], [0.203246, -8.010309, 2.238958], [0.058639, -7.417494, 0.623066]], "forces_ev_per_angstrom": [[0.3, 0.6, -0.2], [-0.3, 0.1, -0.3], [0.0, -0.3, 0.1], [0.0, 0.1, 0.2], [0.0, -0.2, 0.0], [-0.2, -0.2, -0.3], [0.0, -0.1, 0.1], [0.0, 0.0, -0.1], [0.0, 0.0, 0.0], [0.0, 0.0, 0.0], [0.0, 0.0, 0.0], [0.0, 0.0, 0.1], [0.0, 0.2, 0.0], [0.0, -0.1, 0.0], [0.0, 0.0, 0.0], [0.0, 0.0, 0.0], [0.0, 0.0, 0.0], [0.0, 0.0, 0.1], [0.0, 0.0, -0.1], [0.0, 0.0, 0.0], [0.0, 0.0, 0.0], [0.0, 0.0, 0.0], [0.0, 0.0, 0.0], [0.0, 0.1, 0.1], [-0.1, 0.1, 0.0], [0.1, -0.1, 0.0], [0.0, 0.0, 0.0], [0.0, 0.1, 0.0], [0.0, 0.0, 0.0], [-0.1, 0.0, -0.1], [0.0, 0.0, 0.0], [0.0, 0.0, 0.0], [0.0, 0.0, 0.0], [0.0, 0.0, 0.0], [0.0, 0.0, 0.0], [0.0, 0.0, 0.0], [0.0, 0.0, 0.0], [0.0, 0.0, 0.0], [0.0, 0.0, 0.0], [0.0, 0.0, 0.0], [0.0, 0.0, 0.0], [0.0, 0.0, 0.0], [0.0, 0.0, 0.0], [0.0, 0.0, 0.0], [0.0, 0.0, 0.0], [0.0, 0.0, 0.0], [0.0, 0.0, 0.0], [0.0, 0.0, 0.0], [0.0, 0.0, 0.0], [0.0, 0.0, 0.0], [0.0, 0.0, 0.0], [-0.1, 0.1, 0.1], [0.0, 0.0, 0.0], [0.2, -0.2, 0.3], [0.0, 0.0, 0.0], [0.0, 0.0, 0.0], [0.0, 0.0, 0.0], [0.0, 0.0, 0.0]]}



Entry 2:
{"formula": "C26H24N5O2SbSe4Ti", "method": "the ωB97M-V functional and the def2-TZVPD basis", "total_charge": -1, "lumo_ev": [1.89, 1.02], "multiplicity": 2, "de_lowest_kcal_mol": 32.4, "symbols": ["Ti", "O", "C", "N", "C", "C", "C", "C", "C", "C", "N", "C", "C", "C", "C", "C", "N", "H", "H", "H", "H", "H", "H", "H", "H", "H", "H", "N", "C", "O", "C", "C", "H", "H", "H", "H", "H", "H", "C", "C", "C", "C", "N", "C", "C", "C", "C", "C", "C", "C", "H", "H", "H", "H", "H", "H", "H", "H", "Se", "Sb", "Se", "Se", "Se"], "xyz": [[0.036370, 0.095508, 0.733850], [-3.892263, -0.902278, -0.024114], [-2.802812, -0.608948, 0.448766], [-1.576425, -0.808179, -0.076391], [-1.533554, -1.515797, -1.346594], [-0.998196, -2.922670, -1.234009], [-1.228750, -3.826075, -2.267864], [-0.682453, -5.092117, -2.186610], [0.079620, -5.421198, -1.076147], [0.250124, -4.456784, -0.097208], [-0.280180, -3.239081, -0.161899], [-2.740201, 0.037866, 1.821280], [-3.881210, 0.517761, 2.438412], [-3.748267, 1.053550, 3.706125], [-2.490809, 1.088346, 4.299869], [-1.400962, 0.630955, 3.584403], [-1.525767, 0.124027, 2.357106], [-2.537220, -1.537327, -1.777931], [-0.894620, -0.959286, -2.039775], [-1.826570, -3.526689, -3.119569], [-0.842104, -5.810976, -2.980915], [0.548322, -6.389948, -0.976558], [0.854753, -4.665594, 0.779672], [-4.820860, 0.444016, 1.911055], [-4.609752, 1.442330, 4.233625], [-2.350750, 1.489802, 5.293766], [-0.393523, 0.685789, 3.974775], [3.350796, 1.572142, 2.208699], [2.215840, 0.885631, 2.345240], [1.101639, 1.412094, 2.106757], [2.248282, -0.538590, 2.799377], [1.081401, -1.236577, 2.122266], [3.289592, 2.452089, 1.718990], [4.204360, 1.032183, 2.095550], [2.167412, -0.512082, 3.894740], [3.215877, -0.981917, 2.572380], [0.337085, -1.596944, 2.835529], [1.407855, -2.088214, 1.525804], [1.567818, 0.608630, -4.427143], [2.219599, 1.673486, -3.821419], [1.567655, 2.359041, -2.816552], [0.290584, 1.953913, -2.431994], [-0.354269, 0.955015, -3.034317], [0.286405, 0.302424, -4.003530], [-0.401998, 2.659398, -1.312251], [-0.961068, 3.896375, -1.630632], [-1.605153, 4.661833, -0.668369], [-1.653033, 4.181971, 0.631489], [-1.070409, 2.958627, 0.934263], [-0.437579, 2.139924, -0.012309], [2.044485, 0.019983, -5.198598], [3.229423, 1.940985, -4.105567], [2.048690, 3.170172, -2.286426], [-0.256428, -0.520130, -4.458688], [-0.891715, 4.253475, -2.652603], [-2.049407, 5.614607, -0.927814], [-2.133233, 4.761044, 1.412592], [-1.093617, 2.658017, 1.974672], [3.626287, -3.858278, -1.166226], [3.988468, -1.561299, -0.641052], [5.499437, -0.791012, 1.119898], [5.391599, -0.131890, -2.105539], [1.815379, -0.233132, -0.814334]], "forces_ev_per_angstrom": [[-0.1, -0.3, 0.5], [0.0, 0.0, 0.0], [0.2, 0.0, 0.1], [0.0, 0.2, 0.1], [0.0, 0.1, -0.1], [0.0, 0.0, 0.1], [0.0, 0.0, 0.0], [0.0, 0.0, 0.0], [0.0, 0.0, 0.0], [0.0, -0.1, 0.0], [0.0, 0.0, 0.0], [-0.1, -0.1, -0.5], [0.1, -0.1, 0.2], [0.0, 0.0, 0.0], [-0.1, 0.0, 0.0], [0.0, 0.0, 0.0], [-0.1, 0.4, 0.0], [0.0, 0.0, 0.0], [-0.2, -0.1, 0.1], [0.0, 0.0, 0.0], [0.0, 0.0, 0.0], [0.0, 0.0, 0.0], [0.0, 0.0, 0.0], [0.0, 0.0, 0.0], [0.0, 0.0, 0.0], [0.0, 0.0, 0.0], [0.0, 0.0, 0.0], [-0.4, 0.0, 0.1], [0.2, 0.2, 0.0], [0.0, 0.0, 0.0], [-0.1, 0.0, 0.2], [-0.1, 0.0, -0.1], [0.0, 0.0, 0.0], [0.1, -0.1, 0.0], [0.0, 0.0, 0.0], [0.0, 0.0, 0.0], [0.0, 0.0, 0.0], [0.0, 0.0, 0.0], [0.0, 0.0, 0.0], [0.0, 0.0, 0.0], [0.0, 0.1, -0.1], [-0.1, 0.1, 0.0], [0.1, 0.1, -0.1], [0.0, 0.0, -0.1], [0.1, 0.1, -0.2], [-0.1, 0.2, 0.1], [0.1, -0.1, -0.1], [0.0, 0.0, -0.1], [0.0, 0.1, 0.1], [-0.2, -0.3, 0.3], [0.0, 0.0, 0.0], [0.0, 0.0, 0.0], [0.0, 0.0, 0.0], [0.0, 0.0, 0.0], [0.0, 0.0, 0.0], [0.0, 0.0, 0.0], [0.0, 0.0, 0.0], [0.0, 0.0, 0.0], [0.1, 0.0, 0.1], [-0.2, 0.1, -0.2], [0.2, -0.1, 0.0], [0.0, -0.1, 0.0], [0.6, -0.1, -0.4]]}



Entry 3:
{"formula": "C26H24N6O8", "method": "the ωB97M-V functional and the def2-TZVPD basis", "smiles": "C/C=C/C=C\\C(=O)Nc1cccc(C2=NO[C@]3(C2)C[C@@H](C(N)=O)N(C(=O)c2cc([N+](=O)[O-])cc([N+](=O)[O-])c2)C3)c1", "total_charge": 0, "lumo_ev": -1.24, "multiplicity": 1, "symbols": ["C", "C", "C", "C", "C", "C", "O", "N", "C", "C", "C", "C", "C", "C", "N", "O", "C", "C", "C", "C", "C", "N", "O", "N", "C", "O", "C", "C", "C", "N", "O", "O", "C", "C", "N", "O", "O", "C", "C", "C", "H", "H", "H", "H", "H", "H", "H", "H", "H", "H", "H", "H", "H", "H", "H", "H", "H", "H", "H", "H", "H", "H", "H", "H"], "xyz": [[8.103187, 3.586738, 1.073672], [7.375522, 4.573175, 1.912908], [6.098352, 4.448109, 2.286614], [5.432280, 5.425101, 3.099704], [4.155211, 5.377526, 3.521874], [3.192377, 4.305082, 3.225455], [3.418842, 3.326740, 2.542599], [1.969124, 4.535462, 3.821590], [0.815409, 3.759491, 3.786833], [-0.305081, 4.234145, 4.475483], [-1.480491, 3.510207, 4.481698], [-1.566707, 2.305552, 3.807841], [-0.455918, 1.820385, 3.117728], [-0.519168, 0.558136, 2.407621], [0.469513, 0.067876, 1.770967], [0.158392, -1.123500, 1.199068], [-1.219648, -1.475529, 1.468977], [-1.745727, -0.329672, 2.338347], [-1.277688, -2.876509, 2.082623], [-1.301277, -3.838481, 0.896234], [-2.440999, -4.878446, 1.027844], [-2.322056, -5.890240, 0.158340], [-3.332349, -4.765699, 1.838276], [-1.538417, -2.998433, -0.278003], [-1.145252, -3.414389, -1.488848], [-0.707780, -4.538655, -1.692457], [-1.292245, -2.452551, -2.630311], [-2.495847, -1.815871, -2.905863], [-2.601422, -1.000231, -4.025762], [-3.865024, -0.334898, -4.295356], [-3.959489, 0.279610, -5.329658], [-4.731282, -0.441118, -3.457621], [-1.532100, -0.803890, -4.885372], [-0.342284, -1.456655, -4.600493], [0.794483, -1.275216, -5.492054], [1.815925, -1.852644, -5.209237], [0.631888, -0.559483, -6.451224], [-0.214177, -2.283143, -3.492833], [-1.929386, -1.666397, 0.120215], [0.732911, 2.549770, 3.108703], [8.466545, 4.063814, 0.163043], [7.460412, 2.752783, 0.805482], [8.974078, 3.207812, 1.609265], [7.947956, 5.439596, 2.225105], [5.517680, 3.590927, 1.981947], [6.032223, 6.279461, 3.396456], [3.786425, 6.189485, 4.135493], [1.881532, 5.383393, 4.364448], [-0.248511, 5.174441, 5.006394], [-2.337972, 3.888793, 5.017775], [-2.491375, 1.750204, 3.822618], [-2.587463, 0.186693, 1.875440], [-2.041531, -0.672467, 3.330326], [-2.203324, -3.002102, 2.649675], [-0.426118, -3.052109, 2.736167], [-0.354989, -4.369592, 0.753962], [-1.620166, -5.855388, -0.571125], [-3.041677, -6.594366, 0.125914], [-3.364042, -1.954834, -2.278877], [-1.623969, -0.166289, -5.753282], [0.719584, -2.793711, -3.307120], [-3.015069, -1.615394, 0.262205], [-1.609988, -0.917876, -0.605327], [1.581641, 2.162366, 2.572115]], "forces_ev_per_angstrom": [[0.0, 0.0, 0.0], [-0.2, 0.0, 0.1], [0.4, -0.4, -0.4], [-0.6, 0.2, 0.3], [0.6, 0.3, 0.0], [-0.2, 0.0, 0.1], [0.0, -0.1, -0.1], [0.1, 0.4, 0.2], [-0.3, -0.4, -0.1], [0.0, -0.1, 0.0], [0.1, 0.1, 0.1], [0.2, -0.3, -0.2], [0.0, 0.7, 0.4], [-0.5, -0.9, -0.4], [0.4, 0.8, 0.3], [-0.1, -0.7, -0.3], [-0.4, 0.0, 0.1], [0.4, 0.0, -0.2], [0.0, 0.2, -0.1], [0.0, -0.4, 0.3], [0.5, 0.2, -0.1], [-0.1, -0.6, -0.3], [-0.4, 0.1, 0.3], [0.1, -0.1, 0.1], [-0.1, 0.1, -0.2], [0.3, -0.1, -0.1], [0.0, 0.1, -0.4], [0.0, 0.1, -0.1], [1.0, -0.5, 0.2], [-0.1, 0.1, 0.0], [-0.1, 0.2, -0.4], [-0.4, 0.0, 0.2], [-0.1, 0.0, -0.1], [-0.9, -0.2, 0.8], [0.1, 0.0, -0.1], [0.4, -0.2, 0.1], [0.0, 0.3, -0.4], [0.1, 0.0, -0.1], [0.0, 0.5, 0.3], [0.0, -0.1, 0.0], [0.1, 0.0, -0.1], [0.0, -0.1, 0.0], [0.1, -0.1, 0.0], [0.0, 0.2, 0.1], [0.0, -0.1, -0.1], [0.0, 0.1, 0.1], [0.1, 0.1, 0.0], [0.1, -0.2, -0.1], [0.0, 0.1, 0.1], [-0.1, 0.0, 0.0], [-0.1, -0.1, 0.0], [-0.1, 0.0, 0.1], [-0.1, 0.0, 0.0], [0.1, 0.0, 0.0], [0.0, 0.0, 0.0], [-0.1, 0.1, 0.0], [-0.1, 0.1, 0.1], [0.0, 0.1, 0.0], [0.0, 0.0, 0.0], [0.0, 0.0, 0.1], [0.0, 0.0, 0.0], [0.0, 0.1, 0.0], [-0.1, 0.0, 0.1], [0.0, 0.0, 0.0]]}